Density functional theory data (ωB97M-V with the def2-TZVPD basis set) for a single C3H6O molecule at a distorted geometry.

Results
* total charge: 0
* HOMO-LUMO gap: 10.79 eV
* highest occupied orbital energy: -9.74 eV
* LUMO energy: 1.041 eV
* structure (SMILES): OC1CC1

Geometry (Å):
O (1.6349, -0.0128, 0.2019)
C (0.4315, -0.0528, -0.4923)
C (-0.6938, 0.6788, 0.1939)
C (-0.6380, -0.8389, 0.2004)
H (-1.2556, -1.3513, -0.4564)
H (-1.4497, 1.2801, -0.0951)
H (-0.3287, -1.3908, 1.0310)
H (-0.2974, 0.8869, 1.1549)
H (0.4247, 0.0291, -1.7630)
H (2.1721, 0.7717, 0.0247)


Density functional theory data (ωB97M-V with the def2-TZVPD basis set) for a single C3H6O2 molecule.

Results
* total charge: 0
* HOMO-LUMO gap: 10.60 eV
* highest occupied orbital energy: -9.82 eV
* LUMO energy: 0.785 eV
* structure (SMILES): O=CCCO

Geometry (Å):
O (-2.0984, 0.0587, -0.5472)
O (1.3784, 0.2310, 1.5362)
C (0.5142, -0.6808, -0.4936)
C (1.4851, 0.1320, 0.3359)
C (-0.7960, 0.1302, -0.0039)
H (2.2016, 0.7770, -0.2122)
H (0.5004, -1.7154, -0.1223)
H (-0.5015, 1.1855, -0.0021)
H (-0.8209, -0.2419, 1.0203)
H (0.8808, -0.7116, -1.5328)
H (-2.4906, 0.9432, -0.4707)


Density functional theory data (ωB97M-V with the def2-TZVPD basis set) for 3 unconnected molecules or ions with the total composition C3H6O2 at a distorted geometry.

Results
* total charge: 0
* HOMO-LUMO gap: 7.33 eV
* highest occupied orbital energy: -8.72 eV
* LUMO energy: -1.397 eV

Geometry (Å):
O (0.2284, -1.2021, -0.1006)
O (2.1630, -1.1688, -0.3543)
C (0.3279, 0.0200, -0.0802)
C (-1.7145, -0.2669, 0.0346)
C (0.6977, 1.2758, -0.0509)
H (-0.0391, 2.0608, 0.0416)
H (2.4125, -1.4861, 0.5270)
H (-1.9347, 0.2445, -0.8939)
H (-2.0685, -1.2870, 0.0872)
H (1.7437, 1.5151, -0.1657)
H (-1.8164, 0.2947, 0.9554)


Density functional theory data (ωB97M-V with the def2-TZVPD basis set) for a molecular structure, C3H6O2.

Results
* total charge: 0
* HOMO-LUMO gap: 8.80 eV
* highest occupied orbital energy: -7.94 eV
* LUMO energy: 0.861 eV

Geometry (Å):
O (0.0257, 0.3151, -1.5424)
O (-0.9391, 0.3579, 1.4648)
C (0.0604, -0.8914, -0.7793)
C (0.4644, 1.0311, -0.3535)
C (0.5155, -0.1474, 0.4476)
H (-0.9013, -1.4164, -0.7378)
H (0.8372, -1.5778, -1.1421)
H (-1.7478, -0.1334, 1.2342)
H (1.2237, 1.7980, -0.4814)
H (-0.6711, 1.1497, 0.6186)
H (1.1325, -0.4853, 1.2715)


Density functional theory data (ωB97M-V with the def2-TZVPD basis set) for 2 unconnected molecules or ions with the total composition C3H6O2 at a distorted geometry.

Results
* total charge: 0
* HOMO-LUMO gap: 9.86 eV
* highest occupied orbital energy: -9.13 eV
* LUMO energy: 0.727 eV

Geometry (Å):
O (2.1722, -0.9048, -0.0460)
O (-2.4236, -1.2750, -0.2877)
C (1.2751, -1.3280, 0.7040)
C (0.9295, -0.2140, -0.2624)
C (0.7944, 1.1893, 0.1929)
H (-3.0634, -1.3251, 0.4622)
H (-2.5169, -0.4411, -0.8053)
H (0.3463, 1.8012, -0.6265)
H (1.7832, 1.6612, 0.4993)
H (0.3046, 1.3193, 1.2618)
H (0.3985, -0.4831, -1.0924)


Density functional theory data (ωB97M-V with the def2-TZVPD basis set) for 2 unconnected molecules or ions with the total composition C3H6O2.

Results
* total charge: 0
* HOMO-LUMO gap: 9.51 eV
* highest occupied orbital energy: -9.21 eV
* LUMO energy: 0.299 eV

Geometry (Å):
O (2.5252, 0.5388, -1.1576)
O (-1.9077, -1.2765, -0.8295)
C (-1.3725, -0.2839, -0.3955)
C (-1.2234, 0.0546, 1.0592)
C (1.8821, -0.1915, -0.2824)
H (2.4363, -1.1600, -0.3265)
H (-1.6488, -0.7363, 1.6770)
H (-0.1538, 0.1699, 1.2590)
H (-1.7113, 1.0102, 1.2815)
H (-0.9283, 0.4604, -1.0924)
H (2.1021, 1.4142, -1.1928)


Density functional theory data (ωB97M-V with the def2-TZVPD basis set) for a single C3H6O2 molecule.

Results
* total charge: 0
* HOMO-LUMO gap: 9.73 eV
* highest occupied orbital energy: -8.92 eV
* LUMO energy: 0.805 eV

Geometry (Å):
O (2.0102, 0.6891, 0.1506)
O (-0.4083, 0.1287, 0.5502)
C (-1.7925, 0.2975, 0.2437)
C (0.1290, -0.9334, -0.0237)
C (1.5278, -0.5278, -0.3412)
H (-2.3705, -0.5894, 0.5032)
H (1.2606, 1.1055, 0.6005)
H (2.2456, -1.3340, -0.1736)
H (-2.1311, 1.1890, 0.7714)
H (1.3722, -0.4887, -1.4471)
H (-1.8430, 0.4636, -0.8339)


Density functional theory data (ωB97M-V with the def2-TZVPD basis set) for a molecular structure, C3H6O2 at a distorted geometry.

Results
* total charge: 0
* HOMO-LUMO gap: 10.99 eV
* highest occupied orbital energy: -10.20 eV
* LUMO energy: 0.790 eV

Geometry (Å):
O (0.8121, -0.7495, -0.8108)
O (-0.4767, 0.0834, 0.6658)
C (-0.1302, 1.5361, -1.1579)
C (0.2665, 0.1165, -0.3721)
C (-0.4218, -1.0713, 1.4548)
H (0.2221, 2.4776, -0.2462)
H (-0.6629, -0.5416, 2.6002)
H (-1.1515, 1.5558, -1.0706)
H (0.8874, -1.2023, 1.3897)
H (-0.7138, -1.9212, 1.0355)
H (0.4483, 1.4729, -2.0968)


Density functional theory data (ωB97M-V with the def2-TZVPD basis set) for a single C3H6O2 molecule.

Results
* total charge: 0
* HOMO-LUMO gap: 10.43 eV
* highest occupied orbital energy: -9.47 eV
* LUMO energy: 0.960 eV
* structure (SMILES): COCC=O

Geometry (Å):
O (-1.0678, 1.1498, -1.7472)
O (0.5459, -0.1261, 0.2830)
C (-0.6325, 0.6035, 0.5383)
C (0.8820, -1.4657, 0.0613)
C (-0.6637, 1.5215, -0.6742)
H (-1.5875, 0.0751, 0.6761)
H (-0.1560, 2.5010, -0.5758)
H (1.2054, -1.9167, 1.0089)
H (1.7507, -1.4028, -0.6019)
H (0.1353, -2.1198, -0.4096)
H (-0.4119, 1.1802, 1.4411)


Density functional theory data (ωB97M-V with the def2-TZVPD basis set) for 2 unconnected molecules or ions with the total composition C3H6O2 at a distorted geometry.

Results
* total charge: 0
* HOMO-LUMO gap: 10.57 eV
* highest occupied orbital energy: -9.88 eV
* LUMO energy: 0.692 eV
* structure (SMILES): O=C[C@@H]1CO1.[H][H]

Geometry (Å):
O (-1.8503, 0.6319, -1.0390)
O (0.4419, -1.4031, -0.2263)
C (-0.1106, -0.2656, 0.3023)
C (-1.0497, 0.7537, -0.1358)
C (1.1438, -0.7752, 0.8695)
H (0.5677, 0.7707, -1.7929)
H (2.1737, -0.4773, 0.6424)
H (-1.1780, -0.3536, 0.9386)
H (-1.0016, 1.5977, 0.5734)
H (-0.1557, 0.7864, -1.9662)
H (1.0187, -1.2658, 1.8339)


Density functional theory data (ωB97M-V with the def2-TZVPD basis set) for a single C3H6O2 molecule at a distorted geometry.

Results
* total charge: 0
* HOMO-LUMO gap: 10.38 eV
* highest occupied orbital energy: -9.56 eV
* LUMO energy: 0.819 eV
* structure (SMILES): O[C@@H]1C[C@@H]1O

Geometry (Å):
O (1.4917, -1.0865, 0.0918)
O (-1.1881, -1.1346, 0.0408)
C (0.8556, 0.0232, -0.3978)
C (-0.6106, 0.0905, -0.4841)
C (0.1371, 0.9567, 0.4711)
H (1.4683, 0.4641, -1.2231)
H (0.8452, -1.7156, 0.5167)
H (-0.0074, 0.7501, 1.5473)
H (-1.9995, -0.8347, 0.5497)
H (-1.1063, 0.4913, -1.3575)
H (0.1142, 1.9955, 0.2451)


Density functional theory data (ωB97M-V with the def2-TZVPD basis set) for a molecular structure, C3H6O2 at a distorted geometry.

Results
* total charge: 0
* HOMO-LUMO gap: 11.01 eV
* highest occupied orbital energy: -10.53 eV
* LUMO energy: 0.486 eV

Geometry (Å):
O (-0.3510, -2.1851, -0.6932)
O (0.6875, -0.8363, 1.2585)
C (-0.3608, -0.7431, -0.9077)
C (0.2207, -0.1063, 0.3714)
C (0.2617, 1.4057, 0.6309)
H (-0.0347, -0.2809, -1.7889)
H (0.4450, 2.0687, -0.6548)
H (-1.3885, -0.4777, -0.8766)
H (0.0858, -2.2677, 0.1514)
H (-0.9009, 1.8355, 1.0505)
H (1.3351, 1.5874, 1.4586)


> Which value of LUMO energy does entry 8 give?

0.790 eV